No. 1
Computed, not measured: a cluster of 2 separate species, C3H12N2O in total, with wB97M-V/def2-TZVPD.

## Properties
* strongest force on any atom: 0.6 eV/A
* electronic energy: -8332.902 eV
* relative energy (zero: lowest compared OMol25 entry of this formula, charge and spin): 0.420 eV
* LUMO energy: 1.032 eV
* HOMO-LUMO gap: 9.851 eV
* spin multiplicity: 1

Element x y z (Å)
C (2.481, -0.748, 0.440)
C (1.403, 0.290, 0.738)
N (0.306, 0.218, -0.227)
C (-0.437, 1.468, -0.301)
N (-1.634, 1.317, -1.078)
H (2.319, -1.639, 1.043)
H (2.440, -1.064, -0.607)
H (3.487, -0.393, 0.655)
H (1.837, 1.305, 0.754)
H (0.966, 0.145, 1.719)
H (0.700, 0.015, -1.141)
H (-0.678, 1.760, 0.717)
H (0.175, 2.253, -0.750)
H (-2.464, 1.117, -0.548)
H (-1.776, 1.988, -1.810)
O (-1.890, -2.192, 0.415)
H (-1.595, -2.942, 0.943)
H (-1.181, -2.079, -0.237)

---

No. 2
Computed, not measured: a cluster of 2 separate species, C7H11N4S in total in a non-equilibrium geometry, with wB97M-V/def2-TZVPD.

## Properties
* strongest force on any atom: 4.5 eV/A
* electronic energy: -24221.665 eV
* relative energy (zero: lowest compared OMol25 entry of this formula, charge and spin): 0.000 eV
* LUMO energy (alpha / beta): -3.133 / -5.645 eV
* net charge: +1
* HOMO-LUMO gap (alpha / beta): 7.747 / 6.603 eV
* expectation value of S²: 2.01
* spin multiplicity: 3

Element x y z (Å)
C (-3.556, 0.718, -1.215)
C (-2.215, 0.280, -1.585)
C (-3.560, 1.716, -0.304)
C (-1.203, 0.947, -0.985)
C (2.119, -1.090, 1.032)
C (0.923, -0.355, 1.266)
C (0.182, 0.629, -1.047)
N (2.636, -1.239, -0.200)
N (2.646, -1.980, 1.899)
N (0.648, 0.699, 1.928)
N (0.641, -0.255, -1.815)
S (-1.924, 2.173, 0.124)
H (-4.578, 0.393, -1.524)
H (-1.950, -0.433, -2.265)
H (-4.246, 2.365, 0.188)
H (0.848, 1.201, -0.571)
H (2.614, -2.033, 2.915)
H (3.257, -2.722, 1.672)
H (1.389, 1.146, 2.511)
H (-0.261, 1.149, 1.867)
H (-0.099, -0.688, -2.352)
H (3.343, -1.912, -0.475)
H (2.345, -0.709, -1.065)

---

No. 3
Computed, not measured: the molecule C29H30ClF8IN3O5PS2 in a non-equilibrium geometry, with wB97M-V/def2-TZVPD.

## Properties
* strongest force on any atom: 8.2 eV/A
* electronic energy: -118558.135 eV
* LUMO energy: -1.944 eV
* HOMO-LUMO gap: 6.307 eV
* spin multiplicity: 1

Element x y z (Å)
C (-5.038, 0.923, 3.830)
C (-3.956, 1.265, 2.614)
Cl (-4.632, 2.820, 1.782)
C (-4.035, 0.009, 1.563)
C (-2.585, -0.612, 1.111)
C (-1.370, -1.038, 2.166)
C (-1.522, -0.830, 3.796)
O (-0.602, 0.237, 4.308)
N (-1.085, 0.745, 5.472)
O (-1.414, 1.922, 5.240)
C (0.088, -1.685, 1.661)
C (1.294, -2.078, 2.746)
C (2.238, -0.701, 2.855)
O (1.779, 0.312, 1.894)
C (2.363, 1.638, 2.149)
C (1.468, 2.706, 1.223)
F (0.080, 2.858, 1.744)
F (1.319, 2.010, -0.109)
C (2.245, 4.118, 0.927)
F (3.590, 3.855, 0.316)
F (1.497, 4.924, -0.109)
C (2.470, 5.066, 2.246)
F (1.330, 5.086, 3.197)
F (3.737, 4.681, 2.953)
C (2.695, 6.652, 1.775)
F (3.678, 6.782, 0.653)
F (3.239, 7.501, 2.885)
C (0.428, -1.943, 0.044)
C (1.878, -2.607, -0.443)
C (1.637, -4.261, -0.511)
C (2.964, -5.092, -0.998)
C (2.896, -6.719, -0.689)
N (3.329, -7.582, -1.864)
C (-0.768, -1.487, -1.000)
C (-2.239, -0.862, -0.506)
C (-3.319, -0.473, -1.722)
O (-4.622, -0.766, -1.689)
C (-2.609, 0.281, -3.037)
C (-3.293, 1.579, -3.777)
S (-4.954, 2.223, -3.095)
C (-2.530, 2.307, -5.046)
I (-3.527, 4.048, -5.939)
C (-1.069, 1.689, -5.523)
P (-0.162, 2.584, -6.965)
S (1.454, 3.392, -6.144)
C (-0.358, 0.368, -4.784)
N (1.002, -0.163, -5.269)
C (-1.135, -0.340, -3.527)
C (-0.539, -1.635, -2.651)
O (0.043, -2.701, -3.208)
H (-4.671, 0.017, 4.515)
H (-5.274, 1.844, 4.513)
H (-6.009, 0.500, 3.278)
H (-2.883, 1.526, 3.001)
H (-4.706, 0.376, 0.655)
H (-4.652, -0.880, 2.059)
H (-2.617, -0.632, 4.160)
H (-1.173, -1.828, 4.351)
H (0.896, -2.271, 3.829)
H (1.941, -2.992, 2.405)
H (2.195, -0.211, 3.924)
H (3.380, -0.967, 2.657)
H (2.312, 1.986, 3.275)
H (3.453, 1.662, 1.696)
H (1.710, 7.169, 1.410)
H (2.175, -2.199, -1.500)
H (2.738, -2.447, 0.369)
H (1.312, -4.697, 0.550)
H (0.720, -4.468, -1.240)
H (3.018, -5.003, -2.186)
H (3.983, -4.607, -0.606)
H (3.599, -7.044, 0.220)
H (1.789, -6.974, -0.328)
H (2.662, -7.534, -2.664)
H (4.303, -7.370, -2.177)
H (-4.888, 1.844, -1.716)
H (0.312, 1.702, -8.002)
H (-0.901, 3.706, -7.515)
H (0.980, -0.008, -6.313)
H (0.917, -1.203, -5.163)

---

No. 4
Computed, not measured: a cluster of 2 separate species, C16H19N3O3S in total, with wB97M-V/def2-TZVPD.

## Properties
* strongest force on any atom: 0.8 eV/A
* electronic energy: -38344.721 eV
* relative energy (zero: lowest compared OMol25 entry of this formula, charge and spin): 5.556 eV
* LUMO energy: -0.474 eV
* HOMO-LUMO gap: 7.068 eV
* spin multiplicity: 1

Element x y z (Å)
O (2.850, -0.725, -0.150)
N (3.532, -0.177, -0.907)
O (3.113, -0.411, -2.288)
C (1.879, 0.194, -2.529)
C (1.810, 1.561, -2.745)
C (0.558, 2.113, -2.980)
C (-0.592, 1.330, -2.994)
C (-0.517, -0.044, -2.793)
C (0.746, -0.598, -2.563)
N (-1.609, -0.930, -2.782)
C (-2.906, -0.489, -3.130)
C (-3.894, -1.469, -3.247)
C (-5.209, -1.154, -3.548)
C (-5.573, 0.171, -3.753)
C (-4.593, 1.149, -3.668)
C (-3.276, 0.831, -3.355)
S (-2.126, 2.175, -3.260)
H (2.713, 2.147, -2.733)
H (0.496, 3.176, -3.151)
H (0.848, -1.658, -2.394)
H (-1.623, -1.510, -1.957)
H (-3.618, -2.503, -3.097)
H (-5.935, -1.949, -3.604)
H (-6.600, 0.410, -3.973)
H (-4.882, 2.177, -3.828)
C (2.884, -1.768, 5.286)
O (2.375, -1.753, 3.966)
C (1.211, -0.973, 3.774)
C (1.469, 0.524, 3.547)
C (1.810, 1.287, 4.823)
N (2.517, 0.762, 2.552)
H (2.079, -1.733, 6.026)
H (3.576, -0.941, 5.459)
H (3.434, -2.700, 5.414)
H (0.740, -1.375, 2.872)
H (0.507, -1.132, 4.602)
H (0.538, 0.945, 3.155)
H (2.828, 1.088, 5.156)
H (1.733, 2.360, 4.649)
H (1.127, 1.027, 5.635)
H (2.245, 0.336, 1.673)
H (3.335, 0.230, 2.837)